Density functional theory data (the ωB97M-V functional and the def2-TZVPD basis) for 7 unconnected molecules or ions with the total composition C64H80BI2NO6.

Values from the calculation:
HOMO level: -0.3235 Ha
SMILES: [H]/N=C(/C)C[C@](I)(O[C@](I)(CCCCCCCCOC(C)=O)CC(=O)c1ccccc1)[C@@H](OCCC)B(C)O.c1ccccc1.c1ccccc1.c1ccccc1.c1ccccc1.c1ccccc1.c1ccccc1
LUMO: -0.23 eV
Orbital gap: 8.6 eV

```
154
C64H80BI2NO6 the ωB97M-V functional and the def2-TZVPD basis
C 6.5513 0.0665 0.3410
C 7.5573 1.1717 0.0750
C 7.1790 2.0588 -1.1235
O 6.4493 1.3268 -2.0796
C 5.4916 2.1359 -2.7961
B 6.3210 3.2338 -3.6303
C 5.9110 4.7537 -3.4794
O 7.3550 2.8680 -4.4523
C 4.5994 1.2460 -3.6847
I 5.8874 -0.4615 -4.3308
C 4.2242 1.9360 -5.0118
C 3.0336 1.3512 -5.7759
C 2.7662 -0.1156 -5.9267
N 2.2217 2.1288 -6.3669
O 3.5418 0.5860 -3.0557
C 2.4844 1.2355 -2.3804
I 2.2411 3.3815 -2.5470
C 2.6365 0.9470 -0.8754
C 3.1081 -0.4612 -0.5206
C 2.0987 -1.5840 -0.7924
C 1.9368 -2.6227 0.3484
C 0.4379 -2.7087 0.6761
C 0.0233 -1.5863 1.6302
C -1.3971 -1.0620 1.4076
C -1.3963 0.4206 1.6922
O -2.7106 0.9568 1.4864
C -2.8322 2.2916 1.4665
C -1.6330 3.1734 1.6634
O -3.9154 2.7731 1.3084
C 1.2064 0.5924 -2.9795
C -0.1046 0.9386 -2.3116
O -0.4490 0.3755 -1.2988
C -1.0366 1.9311 -2.9192
C -2.0984 2.3961 -2.1285
C -3.0414 3.2922 -2.6305
C -2.9446 3.7304 -3.9505
C -1.8817 3.2799 -4.7409
C -0.9342 2.3869 -4.2381
H 5.5567 0.5034 0.3926
H 6.6099 -0.7546 -0.3619
H 6.7332 -0.3528 1.3303
H 7.7418 1.7977 0.9437
H 8.5159 0.7198 -0.1844
H 6.6187 2.9170 -0.7390
H 8.1145 2.4354 -1.5451
H 4.9162 2.6364 -2.0153
H 4.8871 4.8558 -3.8455
H 6.5800 5.4352 -3.9937
H 5.8637 4.9731 -2.4122
H 7.2868 3.3397 -5.2886
H 5.0800 1.8749 -5.6751
H 3.9567 2.9734 -4.8288
H 1.6876 -0.2362 -5.9803
H 3.1237 -0.7237 -5.1072
H 3.1820 -0.5119 -6.8491
H 2.4842 3.1051 -6.2301
H 3.4216 1.6290 -0.5359
H 1.7402 1.2395 -0.3384
H 3.2837 -0.4388 0.5571
H 4.0759 -0.6847 -0.9533
H 1.1119 -1.2016 -1.0173
H 2.4291 -2.1179 -1.6849
H 2.5259 -2.3606 1.2224
H 2.2040 -3.6050 -0.0317
H -0.1448 -2.6772 -0.2411
H 0.2509 -3.6905 1.1136
H 0.1181 -1.9646 2.6462
H 0.7283 -0.7669 1.4748
H -1.7129 -1.2375 0.3817
H -2.1189 -1.5486 2.0616
H -1.0447 0.6026 2.7086
H -0.6711 0.8681 1.0194
H -1.2070 3.0898 2.6587
H -1.9040 4.1890 1.4179
H -0.8464 2.8803 0.9685
H 1.1471 0.9672 -3.9980
H 1.3536 -0.4771 -3.0644
H -2.1975 2.0436 -1.1139
H -3.8415 3.6271 -1.9876
H -3.6824 4.4029 -4.3562
H -1.8318 3.6211 -5.7641
H -0.1370 2.0597 -4.8882
C -5.4992 -2.1587 2.0638
C -6.3388 -2.9819 2.8017
C -6.8821 -2.5278 3.9965
C -6.5914 -1.2481 4.4488
C -5.7555 -0.4252 3.7064
C -5.2060 -0.8793 2.5171
H -5.0722 -2.5150 1.1339
H -6.5697 -3.9782 2.4465
H -7.5324 -3.1718 4.5747
H -7.0173 -0.8916 5.3783
H -5.5285 0.5755 4.0541
H -4.5484 -0.2283 1.9550
C -8.0853 0.1244 -1.2068
C -8.8869 1.2458 -1.3686
C -8.4615 2.4755 -0.8831
C -7.2319 2.5831 -0.2461
C -6.4280 1.4623 -0.0867
C -6.8598 0.2327 -0.5645
H -8.4144 -0.8364 -1.5837
H -9.8415 1.1624 -1.8732
H -9.0878 3.3507 -1.0035
H -6.8964 3.5423 0.1279
H -5.4700 1.5537 0.4072
H -6.2378 -0.6440 -0.4397
C -7.3609 -1.5087 -4.9151
C -7.0631 -2.5498 -5.7839
C -5.7699 -3.0498 -5.8506
C -4.7764 -2.5136 -5.0430
C -5.0753 -1.4744 -4.1724
C -6.3669 -0.9694 -4.1105
H -8.3690 -1.1166 -4.8642
H -7.8392 -2.9718 -6.4097
H -5.5364 -3.8580 -6.5319
H -3.7686 -2.9062 -5.0924
H -4.3013 -1.0563 -3.5406
H -6.5973 -0.1570 -3.4349
C 1.8269 -4.7407 4.3144
C 0.9203 -5.5358 5.0005
C 0.4384 -5.1251 6.2359
C 0.8568 -3.9171 6.7779
C 1.7622 -3.1219 6.0885
C 2.2513 -3.5367 4.8575
H 2.2063 -5.0617 3.3522
H 0.5887 -6.4733 4.5731
H -0.2653 -5.7453 6.7760
H 0.4768 -3.5955 7.7389
H 2.0879 -2.1804 6.5119
H 2.9627 -2.9232 4.3191
C 8.5272 -4.5642 2.4955
C 8.9426 -3.2616 2.2555
C 8.8635 -2.7334 0.9747
C 8.3614 -3.5036 -0.0651
C 7.9431 -4.8047 0.1756
C 8.0292 -5.3363 1.4551
H 8.5911 -4.9777 3.4937
H 9.3281 -2.6581 3.0673
H 9.1916 -1.7189 0.7860
H 8.2953 -3.0887 -1.0632
H 7.5500 -5.4051 -0.6347
H 7.7071 -6.3526 1.6418
C -4.4617 3.1539 8.5645
C -4.2456 1.9195 7.9679
C -4.0408 1.8382 6.5977
C -4.0455 2.9914 5.8246
C -4.2595 4.2258 6.4218
C -4.4705 4.3067 7.7912
H -4.6243 3.2178 9.6328
H -4.2377 1.0205 8.5706
H -3.8781 0.8753 6.1294
H -3.8843 2.9278 4.7551
H -4.2633 5.1249 5.8192
H -4.6423 5.2689 8.2563
```

These are the Löwdin partial charges, in e, on atoms 1 to 99: number 1, C, carries -0.0974; number 2, C, carries -0.2047; number 3, C, carries -0.2180; number 4, O, carries -0.2336; number 5, C, carries -0.2751; number 6, B, carries -0.5278; number 7, C, carries 0.0085; number 8, O, carries 0.1413; number 9, C, carries -0.6683; number 10, I, carries 1.0545; number 11, C, carries -0.1950; number 12, C, carries -0.4160; number 13, C, carries -0.0742; number 14, N, carries 0.1440; number 15, O, carries -0.2014; number 16, C, carries -0.7156; number 17, I, carries 1.1512; number 18, C, carries -0.2064; number 19, C, carries -0.1719; number 20, C, carries -0.1840; number 21, C, carries -0.1832; number 22, C, carries -0.2068; number 23, C, carries -0.1819; number 24, C, carries -0.1620; number 25, C, carries -0.2009; number 26, O, carries 0.0020; number 27, C, carries -0.5538; number 28, C, carries 0.0219; number 29, O, carries 0.0916; number 30, C, carries -0.1125; number 31, C, carries -0.3445; number 32, O, carries 0.0792; number 33, C, carries -0.1714; number 34, C, carries -0.0004; number 35, C, carries -0.0505; number 36, C, carries -0.0633; number 37, C, carries -0.0616; number 38, C, carries -0.0450; number 39, H, carries 0.0586; number 40, H, carries 0.0699; number 41, H, carries 0.0734; number 42, H, carries 0.1091; number 43, H, carries 0.0988; number 44, H, carries 0.1277; number 45, H, carries 0.1292; number 46, H, carries 0.0827; number 47, H, carries 0.0414; number 48, H, carries 0.0644; number 49, H, carries 0.0727; number 50, H, carries 0.1155; number 51, H, carries 0.0939; number 52, H, carries 0.0498; number 53, H, carries 0.0799; number 54, H, carries 0.0164; number 55, H, carries 0.0871; number 56, H, carries 0.0531; number 57, H, carries 0.0855; number 58, H, carries 0.1009; number 59, H, carries 0.1069; number 60, H, carries 0.0979; number 61, H, carries 0.0705; number 62, H, carries 0.1153; number 63, H, carries 0.1009; number 64, H, carries 0.1017; number 65, H, carries 0.1066; number 66, H, carries 0.1040; number 67, H, carries 0.1138; number 68, H, carries 0.1069; number 69, H, carries 0.1097; number 70, H, carries 0.1158; number 71, H, carries 0.1401; number 72, H, carries 0.0885; number 73, H, carries 0.0953; number 74, H, carries 0.0926; number 75, H, carries 0.0765; number 76, H, carries 0.0661; number 77, H, carries 0.1313; number 78, H, carries 0.0965; number 79, H, carries 0.1044; number 80, H, carries 0.1022; number 81, H, carries 0.1033; number 82, H, carries 0.0849; number 83, C, carries -0.0987; number 84, C, carries -0.0966; number 85, C, carries -0.0993; number 86, C, carries -0.0930; number 87, C, carries -0.0832; number 88, C, carries -0.0931; number 89, H, carries 0.1004; number 90, H, carries 0.0986; number 91, H, carries 0.0978; number 92, H, carries 0.0998; number 93, H, carries 0.0926; number 94, H, carries 0.0775; number 95, C, carries -0.1156; number 96, C, carries -0.1008; number 97, C, carries -0.0996; number 98, C, carries -0.0862; number 99, C, carries -0.0804